{"formula": "C32H47BBr54O3", "method": "the ωB97M-V functional and the def2-TZVPD basis", "orbital_gap_ha": 0.33122, "e_homo_ev": -9.48, "e_lumo_ev": -0.469, "energy_ha": -140494.57866, "symbols": ["C", "O", "C", "C", "C", "C", "C", "C", "C", "C", "C", "B", "C", "C", "C", "C", "O", "O", "H", "H", "H", "H", "H", "H", "H", "H", "H", "H", "H", "H", "H", "H", "H", "H", "H", "H", "H", "H", "H", "H", "H", "H", "H", "H", "H", "H", "H", "C", "Br", "Br", "Br", "H", "C", "Br", "Br", "Br", "H", "C", "Br", "Br", "Br", "H", "C", "Br", "Br", "Br", "H", "C", "Br", "Br", "Br", "H", "C", "Br", "Br", "Br", "H", "C", "Br", "Br", "Br", "H", "C", "Br", "Br", "Br", "H", "C", "Br", "Br", "Br", "H", "C", "Br", "Br", "Br", "H", "C", "Br", "Br", "Br", "H", "C", "Br", "Br", "Br", "H", "C", "Br", "Br", "Br", "H", "C", "Br", "Br", "Br", "H", "C", "Br", "Br", "Br", "H", "C", "Br", "Br", "Br", "H", "C", "Br", "Br", "Br", "H", "C", "Br", "Br", "Br", "H"], "positions_angstrom": [[6.772, -3.485, 1.519], [6.606, -2.904, 0.239], [6.239, -3.833, -0.774], [5.415, -3.104, -1.830], [3.909, -3.317, -1.692], [3.307, -2.659, -0.440], [2.933, -1.191, -0.628], [1.586, -0.972, -1.352], [0.516, -0.449, -0.396], [-0.881, -0.414, -1.019], [-1.966, -0.243, 0.095], [-2.400, -1.605, 0.769], [-3.421, -2.659, 0.163], [-2.869, -3.491, -1.017], [-1.924, -4.635, -0.589], [-2.683, -5.887, -0.266], [-2.536, -6.871, -0.869], [-3.591, -5.848, 0.759], [6.180, -4.390, 1.669], [7.830, -3.743, 1.689], [6.531, -2.711, 2.246], [5.679, -4.696, -0.394], [7.166, -4.217, -1.221], [5.694, -2.052, -1.889], [5.709, -3.525, -2.798], [3.733, -4.391, -1.608], [3.412, -2.914, -2.577], [4.012, -2.752, 0.390], [2.410, -3.214, -0.149], [3.728, -0.628, -1.119], [2.833, -0.750, 0.368], [1.751, -0.178, -2.087], [1.251, -1.843, -1.917], [0.736, 0.566, -0.069], [0.466, -1.119, 0.470], [-1.008, 0.430, -1.699], [-1.091, -1.318, -1.593], [-1.492, 0.373, 0.867], [-2.818, 0.344, -0.252], [-1.946, -1.848, 1.853], [-3.714, -3.364, 0.943], [-4.317, -2.143, -0.199], [-3.730, -3.976, -1.489], [-2.393, -2.907, -1.802], [-1.252, -4.352, 0.223], [-1.329, -4.902, -1.457], [-4.433, -6.167, 0.398], [-7.209, -0.154, -1.366], [-8.329, 1.102, -0.425], [-5.419, 0.520, -1.593], [-7.215, -1.887, -0.524], [-7.629, -0.278, -2.355], [-11.387, 3.469, -1.891], [-12.118, 1.814, -2.555], [-12.468, 4.983, -2.384], [-11.072, 3.406, 0.010], [-10.423, 3.600, -2.363], [8.952, -0.692, 3.553], [9.854, -2.339, 3.124], [7.458, -0.979, 4.736], [10.172, 0.626, 4.255], [8.555, -0.297, 2.628], [9.059, 3.722, 6.825], [7.773, 3.303, 8.198], [8.208, 4.373, 5.223], [10.412, 4.940, 7.454], [9.559, 2.799, 6.565], [-12.047, 9.045, -2.320], [-12.678, 10.062, -3.832], [-10.278, 8.347, -2.624], [-12.143, 10.060, -0.684], [-12.710, 8.198, -2.207], [13.173, 6.983, 4.638], [12.395, 5.344, 3.985], [12.076, 8.513, 4.220], [13.574, 6.884, 6.521], [14.113, 7.115, 4.122], [-4.606, 4.074, 0.856], [-3.185, 4.419, -0.400], [-4.321, 2.428, 1.815], [-4.883, 5.560, 2.051], [-5.515, 3.953, 0.282], [-6.796, 9.679, -4.487], [-7.549, 8.047, -5.184], [-7.846, 11.219, -4.977], [-6.513, 9.580, -2.584], [-5.824, 9.796, -4.945], [-14.703, 2.761, 1.411], [-15.369, 1.060, 0.801], [-15.812, 4.222, 0.816], [-14.453, 2.786, 3.322], [-13.731, 2.899, 0.962], [-3.968, -7.553, 3.992], [-2.503, -8.442, 4.876], [-5.647, -8.441, 4.326], [-4.045, -5.683, 4.439], [-3.782, -7.615, 2.928], [-3.959, -7.763, -3.917], [-4.891, -9.223, -4.760], [-2.903, -6.762, -5.180], [-5.163, -6.621, -2.940], [-3.274, -8.189, -3.195], [-14.048, -3.230, 0.167], [-13.168, -1.874, -0.883], [-12.781, -4.439, 0.972], [-15.233, -2.453, 1.474], [-14.660, -3.813, -0.507], [-2.900, 7.539, -4.438], [-3.199, 9.230, -5.320], [-3.605, 7.529, -2.646], [-3.584, 6.064, -5.471], [-1.829, 7.411, -4.365], [-1.428, -11.598, 2.936], [0.015, -11.166, 4.137], [-0.784, -12.404, 1.308], [-2.766, -12.688, 3.794], [-1.904, -10.665, 2.665], [-4.006, 6.670, -9.742], [-3.134, 8.039, -10.780], [-2.745, 5.365, -9.088], [-5.075, 7.425, -8.325], [-4.682, 6.149, -10.406], [7.716, -7.903, -0.593], [8.666, -6.690, 0.565], [5.851, -7.435, -0.741], [8.552, -8.041, -2.323], [7.763, -8.881, -0.136], [17.217, 5.304, 5.079], [16.881, 6.994, 4.206], [16.558, 5.278, 6.888], [16.542, 3.823, 4.048], [18.295, 5.189, 5.126], [20.258, 4.489, 2.709], [21.052, 3.009, 1.768], [20.470, 4.310, 4.620], [20.921, 6.183, 2.078], [19.195, 4.464, 2.505]], "atomic_forces_ev_per_a": [[0.8701, 0.3092, -0.0482], [-0.6840, -0.4870, 0.3269], [0.4429, 0.7174, -0.3706], [0.0638, -0.6771, -0.6438], [0.0895, 0.4459, 0.6413], [0.1081, -0.0476, -0.1435], [-0.3386, -0.1481, 0.3092], [0.6181, 1.1531, -0.0105], [-0.6603, -0.8297, -0.6080], [-0.7918, 0.1511, 0.3890], [0.4350, -0.1033, 0.3795], [-0.2485, 0.0844, -0.0563], [0.5157, 0.2924, -0.1061], [-0.5246, -0.5125, 0.4471], [-0.0166, 0.5240, -0.2025], [-0.0475, 2.0603, 1.4692], [0.3745, -3.2132, -2.1132], [-0.4312, 0.9550, 0.0862], [-0.2312, 0.1284, -0.0203], [-0.2630, -0.1244, -0.1051], [-0.2129, -0.1347, 0.1540], [0.0554, 0.2720, 0.2617], [-0.0683, -0.1520, -0.0100], [-0.0021, 0.1034, 0.2719], [-0.0240, 0.0391, -0.0546], [-0.0765, -0.0596, -0.3608], [-0.1399, -0.2497, -0.0855], [0.0144, -0.0426, -0.0170], [-0.0746, 0.0601, 0.0603], [0.1373, -0.1639, -0.0823], [0.0749, 0.1042, -0.0050], [-0.1399, -0.1418, -0.2515], [-0.0201, -0.1893, 0.1779], [0.2988, -0.0767, 0.2464], [0.1145, 0.1885, 0.1690], [0.3141, -0.0317, -0.1814], [0.2197, 0.0112, -0.0841], [-0.1099, 0.1191, -0.0042], [-0.1036, -0.1972, -0.2376], [0.1292, -0.0853, -0.0232], [-0.1844, 0.0440, -0.0669], [0.0742, 0.0657, 0.1061], [0.0340, 0.0847, -0.2249], [0.0248, 0.1726, 0.1283], [-0.0686, 0.0653, 0.1148], [0.2655, -0.1193, 0.0877], [0.1959, -0.3676, 0.2428], [0.0007, 0.0002, -0.0195], [0.0583, -0.0740, -0.0802], [-0.0662, -0.0024, 0.0024], [-0.0597, 0.0972, -0.0159], [-0.0072, -0.0001, 0.0353], [0.1078, -0.0066, -0.0706], [-0.0142, 0.1031, 0.0932], [-0.0449, -0.1335, 0.0406], [-0.0916, 0.0420, -0.0091], [-0.0159, -0.0062, 0.0298], [-0.0847, -0.0185, -0.0318], [0.0976, 0.1580, 0.1379], [0.1161, 0.0238, -0.0361], [-0.0115, -0.0438, -0.0096], [0.0151, -0.0116, 0.0227], [0.0211, -0.0232, 0.0062], [0.0625, 0.0394, -0.0846], [0.0455, -0.0236, 0.0837], [-0.0945, -0.0434, -0.0383], [-0.0398, 0.0107, 0.0026], [0.0175, -0.0418, 0.0228], [0.0560, -0.0431, 0.0855], [-0.0754, 0.1084, 0.0048], [0.0147, -0.0431, -0.1048], [0.0104, 0.0303, 0.0112], [-0.1214, -0.0079, 0.0275], [0.0432, 0.0936, 0.0337], [0.0412, -0.1082, 0.0353], [-0.3818, 0.2143, -0.1931], [-0.0104, -0.0129, 0.0267], [-0.0280, -0.0513, -0.0199], [-0.0759, -0.0495, 0.0949], [-0.0023, 0.0939, 0.0037], [0.0422, -0.0830, -0.0762], [0.0271, -0.0048, 0.0088], [-0.0523, 0.0744, 0.0578], [0.1031, 0.0362, -0.0011], [0.0219, -0.1239, 0.0476], [-0.2646, 0.1510, -0.1135], [-0.0212, -0.0204, 0.0176], [-0.0725, 0.0041, -0.0420], [0.0585, 0.1875, 0.0623], [0.0588, -0.0754, 0.0434], [-0.0249, -0.0032, -0.1123], [0.0187, 0.0080, -0.0078], [-0.0010, 0.0431, -0.0615], [-0.0925, 0.0138, -0.0799], [0.1000, 0.0424, -0.0017], [-0.0049, -0.0966, 0.0162], [0.0126, 0.0357, 0.0277], [0.1405, -0.0741, 0.0689], [0.0368, 0.1214, 0.0389], [-0.0877, -0.0412, 0.0739], [-0.1215, 0.0343, -0.0884], [-0.0198, 0.0657, 0.0181], [-0.0146, -0.0168, -0.0069], [-0.0131, -0.0440, 0.0709], [-0.0709, 0.0953, -0.0225], [0.0899, -0.1443, -0.0402], [0.0291, 0.0225, 0.0033], [-0.0425, -0.1346, 0.0943], [0.0638, -0.0604, 0.0135], [0.2404, -0.0959, -0.1670], [0.1388, 0.0428, 0.3187], [-0.0255, 0.0292, -0.0196], [-0.0347, 0.0191, -0.0070], [-0.0338, -0.0682, -0.0532], [-0.0283, 0.0302, 0.1086], [0.0913, 0.0629, -0.0459], [0.0186, -0.0140, 0.0312], [-0.0580, 0.0646, -0.0067], [-0.0271, -0.0724, 0.0803], [-0.0569, 0.0803, -0.0482], [-0.0319, 0.0065, -0.3071], [0.0219, 0.0118, 0.0174], [0.0155, -0.0034, -0.0149], [-0.0582, -0.0513, -0.0769], [0.0865, -0.1922, -0.0160], [-0.0558, 0.0430, 0.0994], [-0.0090, 0.0273, -0.0124], [-0.0365, 0.0215, 0.1552], [0.0525, -0.0715, 0.0134], [0.4300, -0.2180, -0.1061], [0.0242, 0.1075, 0.0260], [-0.3461, 0.0828, 0.0253], [-0.0439, 0.0297, -0.1087], [-0.0352, 0.0978, 0.0891], [0.3774, -0.1259, -0.1216], [-0.0287, -0.1103, 0.0664], [0.0230, -0.0138, 0.0318]]}

{"formula": "C32H47CdN10P", "method": "the ωB97M-V functional and the def2-TZVPD basis", "orbital_gap_ha": 0.23057, "e_homo_ev": -6.95, "de_lowest_kj_mol": 0.0, "e_lumo_ev": -0.672, "energy_ha": -2304.23467, "symbols": ["Cd", "C", "C", "C", "C", "C", "C", "N", "C", "C", "C", "C", "C", "C", "N", "N", "C", "C", "C", "C", "C", "N", "H", "H", "H", "H", "H", "H", "H", "H", "H", "H", "H", "H", "H", "N", "P", "N", "C", "C", "C", "C", "C", "N", "C", "C", "C", "C", "C", "N", "C", "C", "C", "C", "C", "H", "H", "H", "H", "H", "H", "H", "H", "H", "H", "H", "H", "H", "H", "H", "H", "H", "H", "H", "H", "H", "H", "H", "H", "H", "H", "H", "H", "H", "H", "N", "N", "H", "H", "H", "H"], "positions_angstrom": [[1.223, 0.156, -1.771], [4.425, -0.068, 2.786], [4.746, -0.535, 1.520], [4.176, 0.039, 0.395], [3.271, 1.096, 0.501], [2.947, 1.553, 1.783], [3.519, 0.979, 2.906], [2.643, 1.572, -0.658], [2.470, 2.886, -0.854], [3.223, 3.906, -0.182], [3.036, 5.230, -0.451], [2.082, 5.680, -1.389], [1.347, 4.746, -2.060], [1.535, 3.372, -1.819], [0.782, 2.409, -2.465], [-0.148, 2.760, -3.231], [-0.838, 1.650, -3.802], [-2.155, 1.879, -4.183], [-2.875, 0.821, -4.702], [-2.252, -0.413, -4.839], [-0.931, -0.530, -4.449], [-0.226, 0.482, -3.943], [4.867, -0.516, 3.665], [5.446, -1.353, 1.404], [4.426, -0.336, -0.591], [2.221, 2.348, 1.895], [3.240, 1.345, 3.886], [3.974, 3.605, 0.535], [3.651, 5.956, 0.068], [1.948, 6.736, -1.575], [0.603, 5.032, -2.790], [-2.578, 2.864, -4.049], [-3.909, 0.954, -4.994], [-2.774, -1.269, -5.242], [-0.407, -1.475, -4.534], [-0.339, -0.974, -1.038], [-0.756, -1.089, 0.439], [-2.340, -1.674, 0.586], [-3.309, -0.813, -0.098], [-4.711, -1.100, 0.427], [-4.934, -2.615, 0.574], [-3.940, -3.362, -0.304], [-2.516, -3.089, 0.179], [0.067, -2.179, 1.404], [1.525, -2.188, 1.287], [2.109, -3.487, 1.856], [1.106, -4.621, 1.704], [-0.120, -4.336, 2.577], [-0.401, -2.826, 2.623], [-0.652, 0.378, 1.269], [-0.798, 1.671, 0.615], [-1.977, 2.494, 1.136], [-1.972, 2.585, 2.658], [-1.860, 1.192, 3.267], [-0.615, 0.509, 2.717], [-3.241, -0.958, -1.183], [-3.044, 0.228, 0.074], [-5.443, -0.667, -0.262], [-4.850, -0.600, 1.389], [-5.962, -2.885, 0.327], [-4.773, -2.915, 1.614], [-4.061, -3.056, -1.346], [-4.112, -4.440, -0.279], [-1.788, -3.369, -0.589], [-2.336, -3.720, 1.052], [1.965, -1.321, 1.796], [1.769, -2.106, 0.225], [2.356, -3.361, 2.914], [3.048, -3.708, 1.346], [1.551, -5.582, 1.969], [0.802, -4.690, 0.656], [0.055, -4.690, 3.596], [-0.985, -4.884, 2.199], [0.126, -2.398, 3.488], [-1.458, -2.607, 2.772], [-0.876, 1.510, -0.460], [0.124, 2.248, 0.791], [-2.923, 2.048, 0.818], [-1.932, 3.491, 0.688], [-2.865, 3.104, 3.013], [-1.112, 3.183, 2.984], [-2.738, 0.592, 3.004], [-1.811, 1.246, 4.358], [-0.444, -0.460, 3.171], [0.257, 1.130, 2.975], [2.828, 0.045, -4.652], [3.079, 0.078, -3.240], [3.445, 0.691, -5.130], [1.873, 0.368, -4.774], [3.377, 0.995, -2.912], [3.827, -0.575, -3.041]], "atomic_forces_ev_per_a": [[-0.2801, -0.2223, 0.2797], [-0.0117, 0.0107, -0.0070], [0.0310, -0.0132, 0.0034], [0.0192, 0.0036, 0.0189], [0.0145, -0.0602, -0.0531], [-0.0126, -0.0266, -0.0096], [-0.0082, -0.0230, 0.0137], [-0.0859, 0.0434, 0.0482], [0.1863, 0.1803, 0.1215], [-0.0102, -0.1496, -0.0062], [0.0230, 0.0819, 0.0192], [-0.0141, -0.0966, -0.0201], [0.0607, 0.1253, 0.0146], [-0.2802, -0.1755, -0.2433], [-0.1281, 0.2015, 0.0384], [0.1360, -0.2213, -0.0237], [0.0147, 0.3863, 0.1444], [-0.0137, -0.0714, -0.0439], [0.0055, 0.0158, 0.0041], [0.0462, -0.0048, 0.0109], [-0.0019, -0.0899, 0.0360], [0.0196, -0.0212, -0.0648], [0.0087, -0.0082, 0.0205], [0.0048, -0.0141, 0.0076], [0.0095, -0.0004, -0.0265], [-0.0002, 0.0304, -0.0164], [0.0127, -0.0012, 0.0220], [0.0029, -0.0077, 0.0057], [-0.0098, 0.0027, 0.0134], [-0.0037, 0.0171, -0.0033], [0.0046, 0.0011, -0.0199], [-0.0027, 0.0062, 0.0051], [-0.0025, -0.0105, -0.0083], [-0.0182, -0.0108, -0.0031], [-0.0126, -0.0006, 0.0036], [0.2717, -0.0462, -0.0644], [0.2468, 0.1987, -0.3101], [-0.0726, -0.0383, 0.0951], [0.0627, 0.0971, 0.0328], [-0.0537, 0.0432, -0.0510], [-0.0045, 0.0037, 0.0492], [0.0069, -0.0552, -0.0237], [0.0443, -0.0087, 0.0717], [-0.0363, -0.1421, 0.0476], [0.0177, 0.0842, -0.0550], [0.0798, 0.0202, 0.0207], [-0.0087, -0.0506, -0.0411], [-0.0241, -0.0428, 0.0171], [-0.0082, 0.1167, 0.0500], [-0.3808, -0.0011, 0.1081], [0.1685, 0.0064, -0.0240], [-0.0556, 0.0027, -0.0465], [-0.0016, 0.0645, 0.0295], [-0.0528, -0.0533, -0.0188], [0.1743, 0.0256, -0.0683], [-0.0564, -0.0035, -0.0195], [-0.0119, -0.0430, 0.0488], [0.0062, -0.0122, -0.0203], [0.0051, -0.0127, 0.0145], [0.0059, 0.0075, -0.0111], [0.0090, 0.0055, -0.0034], [0.0046, 0.0179, -0.0043], [-0.0127, 0.0126, 0.0255], [-0.0105, 0.0339, -0.0352], [0.0344, 0.0159, -0.0133], [0.0340, 0.0204, -0.0042], [-0.0124, -0.0136, 0.0315], [-0.0193, 0.0009, 0.0084], [-0.0036, -0.0127, -0.0032], [-0.0002, 0.0028, 0.0167], [-0.0004, 0.0246, -0.0091], [0.0059, 0.0020, 0.0089], [0.0064, 0.0052, -0.0101], [0.0065, -0.0125, 0.0004], [-0.0111, -0.0463, -0.0627], [-0.0749, 0.0022, 0.0061], [-0.0133, 0.0253, -0.0383], [0.0179, -0.0087, -0.0328], [0.0065, 0.0024, 0.0050], [-0.0126, -0.0131, -0.0044], [0.0219, -0.0060, 0.0021], [-0.0032, 0.0000, 0.0100], [0.0255, 0.0039, 0.0008], [-0.0922, -0.0806, 0.0348], [0.0202, -0.0273, 0.0354], [-0.0763, 0.0293, 0.0690], [0.0895, 0.1285, -0.1367], [0.0049, 0.0029, -0.0128], [-0.0052, -0.0406, -0.0274], [0.1081, -0.0428, -0.0218], [-0.0737, -0.0700, 0.0521]]}